{
  "formula": "C26H26N7O4OsS2",
  "method": "ωB97M-V/def2-TZVPD",
  "elements": ["H", "N", "C", "H", "C", "H", "H", "H", "H", "C", "S", "C", "C", "C", "N", "H", "N", "H", "C", "H", "C", "C", "H", "C", "N", "H", "O", "O", "C", "C", "H", "S", "H", "C", "C", "C", "H", "H", "C", "H", "C", "N", "H", "C", "H", "H", "N", "Os", "H", "C", "N", "H", "O", "C", "H", "C", "O", "H", "C", "C", "H", "C", "C", "H", "C", "H"],
  "positions_angstrom": [[-4.918, 2.682, 3.597], [1.237, -1.192, 1.150], [-3.373, -0.243, 3.104], [1.618, -2.469, 4.176], [3.857, -1.401, -1.728], [0.402, 0.375, -3.049], [2.513, -1.096, -3.971], [5.864, 0.180, -2.976], [2.870, -1.806, -1.529], [-1.231, -2.512, -1.166], [4.435, 1.591, 1.277], [-0.549, 3.045, -2.627], [1.164, -2.374, 3.210], [-1.929, 1.576, 2.478], [-2.013, 2.643, -0.374], [-1.265, -1.153, -4.242], [-0.020, 1.606, 0.492], [-1.438, -0.522, 2.330], [-0.712, 2.335, -0.429], [3.037, 0.548, -4.394], [-0.994, -1.334, -3.214], [-1.847, 3.536, -2.541], [-2.326, 3.957, -3.475], [-0.041, -0.520, -2.607], [0.024, 2.461, -1.591], [2.594, -0.843, 2.569], [0.625, 1.280, 2.878], [5.006, 0.295, 1.682], [5.025, 0.687, -2.484], [-0.449, -2.847, 1.536], [4.762, 1.611, -2.936], [-0.269, 2.064, 2.094], [-5.748, -0.770, 3.815], [0.067, -3.045, 2.844], [-2.943, 2.484, 2.763], [3.330, -0.383, -3.963], [-2.654, 3.518, 2.690], [-6.306, 0.801, 4.127], [-1.974, -3.442, -0.318], [0.106, 3.263, -3.492], [1.768, -1.448, 2.329], [3.083, 1.639, 0.635], [5.192, 0.994, -1.447], [-4.348, 0.653, 3.463], [-2.407, -2.926, -2.873], [4.168, -0.873, -4.531], [0.304, -0.698, -1.337], [1.668, 0.773, -0.401], [-3.518, -1.329, 3.223], [-2.173, 0.223, 2.624], [-5.526, 0.191, 4.059], [-2.130, -4.232, 1.688], [-0.182, 3.480, 2.195], [-4.092, 2.029, 3.371], [-2.829, -3.968, -0.741], [0.139, -1.870, 0.734], [2.718, 0.718, -1.884], [-3.595, 3.594, -1.272], [-0.272, -1.690, -0.614], [-2.537, 3.283, -1.369], [4.467, -2.152, -2.246], [-1.595, -2.305, -2.503], [-1.613, -3.561, 1.008], [-0.304, -3.808, 3.479], [3.741, -0.150, -2.508], [4.334, -1.153, -0.787]],
  "atomic_forces_ev_per_a": [[0.0892, 0.3871, 0.2292], [0.2376, 0.2437, -0.2902], [0.5051, -1.1495, -0.3012], [0.0638, -0.2910, 0.3489], [0.2471, -0.6156, 0.4496], [-0.1138, -0.5635, -0.3087], [-0.3669, -0.0389, -0.2200], [-0.1786, 0.2599, 0.3460], [-0.1396, -0.3130, -0.0261], [-1.4431, -0.7084, 0.4356], [0.0811, -0.9838, 0.5413], [0.1467, 0.9674, -0.1557], [1.5942, 1.3266, 0.2107], [0.2775, -0.4697, -0.2200], [1.5359, -0.4981, 2.4451], [0.0008, 0.0884, -0.1027], [0.1305, 0.0619, 1.4755], [0.1463, 0.2933, 0.2058], [-0.4338, -0.4845, -3.3388], [-0.1191, 0.5289, -0.5549], [0.3281, 0.7737, -1.2037], [-0.3040, 0.1316, -2.0610], [0.5595, -0.2479, 1.5040], [0.1024, 0.4304, 0.6518], [-0.1077, -0.1753, 1.5423], [1.0525, 0.3994, 0.5387], [0.5411, -0.7895, -0.0290], [-0.7353, 1.1090, -0.5728], [-0.7946, -0.3290, 0.8774], [-1.3188, -0.2693, -0.2982], [0.1682, 0.8325, -0.9732], [-1.0318, -0.0340, 0.2519], [-0.1539, 0.4672, 0.2555], [-0.3918, -0.3917, -1.3666], [1.0855, -0.0124, 0.9852], [0.6357, -1.1845, 0.5153], [-0.4531, 0.4039, -0.1218], [-0.4550, 0.4254, -0.0665], [0.9648, 0.5144, 1.2302], [-0.5687, -0.4881, 0.3465], [-1.8160, -0.1647, -0.7068], [-0.1166, -0.2148, -0.2160], [0.6171, -0.4939, -0.0611], [-1.2265, 0.5403, 1.2380], [0.1957, 0.1602, -0.3494], [-0.6948, 0.6917, 0.5171], [0.2480, 0.6415, -0.2172], [-1.0304, 0.1278, 1.6538], [-0.0495, 0.6169, -0.0864], [0.3935, -0.5694, -0.3309], [1.1215, -0.8434, -0.6008], [-0.0395, 0.0601, -0.1939], [-0.1128, 0.6664, -0.3476], [-0.6124, -0.2305, -1.1053], [0.2710, 0.0264, 0.1353], [1.0452, -0.5579, 0.7857], [1.2286, -0.7005, -1.8186], [0.6482, -0.2605, -0.0229], [0.3191, 0.4130, -0.0452], [-1.2712, 0.8753, -1.4246], [-0.1596, 0.1945, 0.1175], [-0.6002, -0.9398, 0.8690], [0.4083, 0.0764, -0.9426], [-0.6878, -0.4570, 0.4632], [0.4273, 0.9817, -0.8798], [0.1097, -0.2469, 0.3938]],
  "lowdin_charge": [0.114, 0.048, -0.035, 0.122, -0.041, 0.105, 0.071, 0.111, 0.069, -0.126, 0.833, -0.130, -0.005, -0.301, 0.157, 0.123, -0.267, 0.092, -0.454, 0.080, -0.015, -0.041, 0.130, -0.093, 0.057, 0.094, -0.299, -0.505, -0.011, -0.131, 0.079, 0.604, 0.098, 0.012, -0.046, -0.021, 0.115, 0.084, 0.021, 0.132, -0.068, -0.557, 0.059, -0.311, 0.136, 0.118, -0.019, 1.709, 0.122, -0.063, 0.113, 0.120, -0.261, -0.007, 0.122, -0.189, -0.400, 0.132, -0.154, -0.126, 0.113, 0.020, 0.018, 0.122, -0.654, 0.076],
  "s2": 6.02,
  "homo_lumo_gap_ev": [6.874, 5.836],
  "e_above_lowest_kcal_mol": 0.0,
  "multiplicity": 5,
  "total_charge": 1
}